187
Properties=species:S:1:pos:R:3:forces:R:3 method="wB97M-V/def2-TZVPD" total_energy_ev=-228114.809 smiles="COP(=O)(OC)OC.COP(=O)(OC)OC.COP(=O)(OC)OC.COP(=O)(OC)OC.COP(=O)(OC)OC.COP(=O)(OC)OC.COP(=O)(OC)OC.COP(=O)(OC)OC.COP(=O)(OC)OC.COP(=O)(OC)OC.COP(=O)(OC)OC" e_homo_ev=-10.32 gap_ev=10.69 charge=0 e_lumo_ev=0.36 multiplicity=1 de_lowest_kcal_mol=74.4
C 4.8044 1.2053 -0.1683 0.076 0.335 -2.920
O 5.0856 2.0383 0.9028 1.063 -0.448 4.032
P 4.8138 1.4455 2.4059 -1.451 2.068 0.344
O 4.9001 -0.0001 2.6729 -0.659 0.857 -0.668
O 5.7645 2.2940 3.3640 0.330 0.253 -1.068
C 5.7280 2.1599 4.7733 -0.103 -0.494 0.920
O 3.3744 2.2111 2.7695 1.323 -0.989 -0.287
C 3.1811 3.6180 2.4633 -0.189 -0.438 -0.388
H 3.8783 1.6135 -0.5729 -0.433 -1.114 -0.008
H 4.9209 0.1283 -0.0481 -0.645 0.130 0.587
H 5.5079 1.4336 -0.9689 0.367 0.102 0.094
H 6.6130 1.6155 5.1027 0.195 0.373 -0.035
H 4.9030 1.5886 5.1989 -0.378 -0.238 -0.677
H 5.6225 3.1304 5.2582 0.463 0.170 -0.340
H 2.3024 3.6365 1.8187 -0.046 0.228 0.078
H 4.0037 4.0955 1.9309 0.209 -0.388 -0.015
H 3.0079 4.2076 3.3636 -0.079 -0.365 0.186
C 4.3976 -6.9985 -0.3974 -0.343 -0.037 1.839
O 5.0580 -6.0718 -1.1947 0.041 1.862 -1.161
P 4.3701 -4.6981 -1.8249 2.586 -2.610 -1.448
O 3.5336 -3.8505 -0.9883 -0.349 -0.060 0.331
O 5.7664 -4.0420 -2.3669 -1.534 -0.639 0.268
C 6.5638 -3.3449 -1.3851 0.273 0.345 -0.100
O 3.7154 -5.3632 -3.1473 0.055 1.002 0.883
C 2.3626 -5.8688 -3.1271 -0.768 -0.270 -0.167
H 4.2254 -8.0131 -0.7565 -0.110 0.319 -1.105
H 3.4722 -6.5458 -0.0413 -0.198 -0.398 0.243
H 5.0551 -7.1837 0.4520 -0.140 0.190 0.355
H 7.5840 -3.1986 -1.7398 -0.167 -0.284 -0.634
H 6.6941 -3.9243 -0.4711 -0.526 0.118 0.133
H 6.1594 -2.3410 -1.2554 -0.198 -0.185 0.425
H 2.3162 -6.9203 -3.4107 0.614 0.045 -0.338
H 1.7429 -5.3097 -3.8281 0.213 0.088 0.016
H 1.8220 -5.8812 -2.1807 0.504 0.607 0.320
C -4.8568 -1.7670 -6.0280 -0.232 -0.892 0.354
O -4.1066 -0.5687 -5.8786 1.124 0.851 0.116
P -2.8718 -0.3594 -4.8587 0.975 1.696 0.066
O -1.7341 -1.2838 -5.0069 -1.080 0.156 0.307
O -3.5146 -0.3207 -3.3852 1.007 -1.136 -1.053
C -4.6965 0.3940 -3.0843 -0.111 -0.341 0.164
O -2.4106 1.2170 -5.0833 -1.102 -1.873 -0.646
C -1.9837 2.0704 -4.0344 -0.220 0.609 1.431
H -5.7232 -1.6796 -5.3723 -0.034 -0.275 -0.039
H -4.3087 -2.6888 -5.8334 0.411 0.236 0.679
H -5.1936 -1.9887 -7.0407 0.030 1.081 -0.245
H -4.3812 1.2629 -2.5067 -0.482 0.126 -0.143
H -5.2960 -0.2950 -2.4893 -0.140 0.297 0.211
H -5.2513 0.6183 -3.9954 0.037 0.394 0.106
H -2.5953 2.9668 -3.9317 -0.381 0.010 -0.649
H -0.9684 2.4603 -4.1060 0.087 -0.565 -0.593
H -2.0897 1.6174 -3.0487 0.249 -0.451 -0.011
C 1.7940 0.7361 5.1377 1.179 1.551 -0.608
O 0.9528 -0.2206 5.6679 -2.845 -1.205 2.843
P -0.0564 0.1309 6.9610 1.414 -1.756 0.074
O -0.9716 1.2717 6.7767 0.338 -1.207 -0.060
O -0.7000 -1.3409 7.3427 0.239 1.714 -1.213
C 0.1067 -2.5223 7.5887 -0.131 0.445 0.392
O 0.9365 0.3193 8.2474 0.195 -0.126 -2.103
C 0.3592 0.7023 9.4638 -0.014 0.580 1.379
H 1.9895 0.6148 4.0723 -0.448 -0.504 -0.020
H 2.7732 0.6575 5.6102 0.012 0.301 0.229
H 1.3562 1.7292 5.2387 0.232 0.198 0.166
H 0.1839 -2.6678 8.6662 0.244 0.330 0.110
H 1.0939 -2.4062 7.1414 -0.147 -0.280 -0.060
H -0.4294 -3.4054 7.2412 0.084 0.370 -0.537
H 0.6330 -0.0011 10.2502 -0.497 -0.640 -0.253
H -0.7122 0.8832 9.3781 0.021 -0.222 0.167
H 0.8194 1.6000 9.8766 0.037 0.471 -0.641
C -2.6093 2.1034 3.2593 0.702 -2.471 0.696
O -2.5119 3.3204 2.5793 -1.477 1.818 -0.483
P -3.8105 4.2328 2.3322 -1.019 0.920 -0.073
O -3.5303 5.5756 1.7402 0.053 -1.879 0.849
O -4.8075 3.2910 1.4872 0.810 0.437 0.508
C -6.1654 3.6779 1.2367 -0.786 -0.246 0.352
O -4.6575 4.3221 3.7290 -0.235 -1.951 -2.334
C -4.2831 5.1872 4.7314 1.423 1.698 0.131
H -1.7636 1.9741 3.9347 -0.139 0.659 0.409
H -2.4247 1.2493 2.6077 -0.301 0.233 -0.687
H -3.5393 1.8895 3.7859 -0.079 0.602 0.013
H -6.4336 3.4146 0.2135 0.372 0.298 -0.033
H -6.3950 4.7220 1.4495 0.491 -0.011 -0.268
H -6.8512 3.1130 1.8681 0.309 -0.302 0.278
H -3.6901 5.9544 4.2334 0.214 0.481 0.424
H -3.6253 4.6847 5.4405 -0.368 0.036 0.378
H -5.1403 5.7091 5.1568 -0.056 -0.500 0.234
C -3.1096 5.9968 -1.5355 0.585 -0.545 1.617
O -4.1774 6.5870 -2.2509 -2.339 -0.801 -1.103
P -5.6641 5.8576 -2.1644 1.751 0.151 -0.671
O -6.7048 6.3842 -3.0896 1.363 -0.555 1.510
O -5.2311 4.2891 -2.4922 0.808 2.746 1.521
C -6.1296 3.3782 -3.0014 -2.113 -0.452 -0.066
O -5.9397 5.9535 -0.5569 -0.237 -0.879 -2.086
C -6.0885 7.2660 -0.0212 0.936 0.474 0.833
H -2.6890 6.7528 -0.8723 -0.083 0.023 0.017
H -2.2731 5.5623 -2.0828 -0.362 0.316 -0.951
H -3.4785 5.1874 -0.9056 0.008 0.098 0.209
H -7.1061 3.8520 -3.1016 -0.110 0.045 -0.537
H -6.3298 2.5895 -2.2763 0.426 -0.331 -0.008
H -5.8118 2.9768 -3.9637 0.133 0.080 0.117
H -6.9980 7.3336 0.5758 -0.277 0.076 -0.608
H -5.9340 8.0436 -0.7693 -0.641 -0.024 -0.072
H -5.2785 7.4167 0.6925 0.196 -0.206 0.053
C 0.5796 -5.0215 0.2988 0.868 -1.428 0.892
O -0.2896 -4.2079 -0.4578 -1.018 0.113 -1.582
P -1.3371 -4.9586 -1.4562 -1.265 0.411 3.062
O -0.8194 -5.9809 -2.3468 0.143 -0.480 -0.005
O -2.4985 -5.4737 -0.3918 2.015 -0.545 -2.322
C -2.9429 -4.7467 0.7272 0.058 -0.031 0.507
O -2.0546 -3.7515 -2.1479 1.616 1.638 1.138
C -3.2212 -3.8339 -2.8808 -1.077 -1.475 -1.578
H 0.2100 -6.0394 0.4226 -0.407 -0.017 -0.037
H 0.7100 -4.6549 1.3170 -0.283 0.408 -0.189
H 1.5774 -5.1480 -0.1214 -0.106 0.597 -0.419
H -4.0208 -4.6738 0.5827 0.007 0.297 0.520
H -2.4601 -3.7807 0.8747 -0.128 0.241 -0.471
H -2.6514 -5.3171 1.6091 -0.400 -0.122 0.108
H -4.0945 -3.3072 -2.4959 0.441 0.328 0.485
H -3.4877 -4.8886 -2.9489 -0.386 -0.097 -0.115
H -3.0238 -3.5158 -3.9044 0.059 0.282 0.094
C 2.2036 -1.0695 0.7758 -0.204 -1.379 0.727
O 1.9441 0.2871 0.4683 -1.815 1.900 -0.558
P 0.3806 0.7385 0.2253 -0.385 0.265 1.235
O -0.5887 0.2082 1.2457 1.383 0.476 -1.423
O 0.3988 2.4188 0.1990 0.923 -3.263 -0.464
C -0.8727 3.0582 0.0623 -0.893 0.143 0.403
O 0.0356 0.3090 -1.2877 0.790 0.097 1.232
C -0.4366 -1.0160 -1.6406 -1.763 0.315 -0.355
H 1.4069 -1.7264 0.4269 0.049 -0.037 -0.350
H 2.2566 -1.2447 1.8503 -0.038 0.428 0.182
H 3.1589 -1.4237 0.3885 -0.131 0.463 -0.422
H -1.1431 3.2799 -0.9701 0.543 0.202 -0.134
H -0.8347 3.9436 0.6969 0.079 0.139 -0.395
H -1.6985 2.4726 0.4663 0.259 -0.361 0.089
H -0.7296 -1.6741 -0.8226 0.667 0.278 0.393
H 0.1796 -1.5399 -2.3713 0.381 0.376 0.290
H -1.3927 -0.7814 -2.1083 0.066 -0.350 -0.361
C -3.2760 -5.1431 4.9206 -0.225 -1.518 -0.371
O -2.1839 -4.2496 4.8095 1.644 -0.082 -0.544
P -0.7128 -4.7702 4.2705 0.227 0.101 0.636
O -0.7619 -5.7684 3.1781 -0.317 0.513 1.055
O 0.1084 -3.4427 3.9119 -0.528 -1.272 1.654
C -0.4632 -2.4339 3.1061 -0.786 0.889 -0.655
O 0.0904 -5.2145 5.6251 -0.474 0.100 -0.385
C -0.3414 -6.3303 6.4560 -1.202 -0.054 -1.110
H -3.0336 -6.1429 4.5602 0.432 -0.090 -0.186
H -4.1204 -4.8844 4.2818 0.029 0.703 0.301
H -3.5595 -5.3174 5.9586 -0.123 0.640 0.051
H -0.0847 -2.5719 2.0933 -0.414 0.165 -0.056
H -0.2555 -1.4161 3.4363 0.858 -0.269 0.302
H -1.5497 -2.4296 3.1930 -0.139 -0.480 -0.498
H -0.4321 -6.1134 7.5203 0.801 0.563 -0.115
H 0.2414 -7.2295 6.2564 0.272 0.325 0.087
H -1.3726 -6.5701 6.1966 -0.060 -0.210 -0.188
C 6.5815 -2.1554 -5.7066 -0.559 -0.067 0.478
O 5.8393 -0.9010 -5.5826 -1.018 -0.108 0.771
P 4.5250 -0.6832 -4.6135 0.091 1.031 -1.053
O 4.7775 -0.1886 -3.2391 -0.244 -0.226 -1.477
O 3.7633 -2.0563 -4.7169 -0.639 -0.583 -0.734
C 2.4293 -2.2014 -4.1301 0.690 0.189 0.773
O 3.5249 0.2979 -5.5034 2.483 0.376 2.987
C 3.1205 -0.0375 -6.7749 -0.226 -1.353 -1.281
H 6.5820 -2.5037 -6.7394 -0.467 0.184 0.001
H 6.1234 -2.8891 -5.0434 0.078 -0.175 -0.209
H 7.6346 -2.0692 -5.4390 -0.152 0.649 0.283
H 1.8951 -1.2552 -4.0435 0.437 0.286 0.194
H 2.6965 -2.6264 -3.1626 -0.904 0.041 0.175
H 1.7253 -2.8178 -4.6892 0.790 -0.401 -0.402
H 3.7141 -0.8783 -7.1337 -0.226 -0.306 -0.175
H 3.2761 0.7327 -7.5303 -0.146 0.467 0.451
H 2.0725 -0.3240 -6.6868 -0.099 0.011 -0.542
C 2.6739 5.1072 -1.3745 -0.571 0.175 1.655
O 2.5785 5.2432 -2.7447 -0.679 -0.540 -3.118
P 1.4137 4.5088 -3.6164 0.918 -0.432 -0.234
O 0.0778 4.6706 -3.0312 0.239 -0.473 -0.119
O 1.9613 2.9760 -3.8698 -0.795 2.341 -0.479
C 1.5797 1.9965 -2.9428 -0.077 -0.880 1.210
O 1.5384 5.1205 -5.0942 0.307 -0.435 1.964
C 2.8499 5.2325 -5.6132 0.849 0.697 -2.082
H 3.6620 4.7573 -1.0758 -0.012 -0.051 -0.119
H 1.8967 4.4523 -0.9805 0.088 -0.259 0.115
H 2.4748 6.0894 -0.9457 0.225 0.035 0.231
H 0.7059 2.2872 -2.3596 0.145 0.191 -0.100
H 2.4211 1.8059 -2.2766 -0.024 -0.051 0.175
H 1.3270 1.0368 -3.3938 0.110 0.266 -0.562
H 2.8192 4.9433 -6.6637 -0.159 -0.772 0.066
H 3.6584 4.6927 -5.1201 -0.434 -0.066 0.297
H 3.1304 6.2737 -5.7720 -0.064 0.292 0.920